Record 1
Formula: C28H29BrN8O2PSTi
Source: the OMol25 dataset
Level of theory: wB97M-V/def2-TZVPD

Structure (XYZ):
```
71
Properties=species:S:1:pos:R:3:mulliken_spin:R:1
H -2.07 -1.37 5.55 0.000
C 1.12 -2.99 -4.73 0.000
C -1.36 3.91 -2.91 0.002
H 0.38 -1.93 -2.67 0.001
C -1.34 1.75 -1.64 0.022
H 2.94 -1.51 4.31 0.000
H 2.09 4.38 3.88 0.000
C 0.14 4.57 1.64 0.000
N -1.62 -0.69 3.67 0.000
C -3.36 2.58 -2.97 0.002
C -0.45 3.78 0.67 -0.002
C 2.88 -0.07 0.39 0.005
N 0.91 -2.73 -2.38 0.000
C 3.68 -0.52 1.40 0.001
N 2.97 -0.37 2.58 0.004
H -3.16 4.46 -3.99 0.000
C 1.48 -3.48 -3.33 0.001
C -2.68 3.75 -3.31 -0.001
C -4.63 2.28 -3.50 -0.001
H 0.30 5.61 1.69 0.000
C 1.06 -2.99 -1.04 -0.007
C -5.26 1.12 -3.24 0.001
C -1.38 -0.70 5.10 0.000
H -3.36 -1.92 3.54 0.000
C -2.55 -0.89 1.73 0.000
C -0.72 2.91 -2.08 0.010
Br -2.14 -1.05 -1.40 0.007
H 1.65 -2.10 -5.00 0.000
H 1.41 -3.72 -5.47 0.000
H -0.96 4.11 -0.22 0.001
O 1.28 1.37 -1.32 0.610
C -3.32 0.32 -2.08 0.000
C -2.66 -1.28 3.04 0.000
H 0.35 3.15 -1.93 0.005
C -2.68 1.57 -2.17 0.000
C 1.78 0.16 2.21 -0.005
C 3.21 -5.92 -1.11 0.000
H -5.09 3.08 -4.09 0.000
H 3.63 0.07 4.57 0.000
H 3.90 -6.39 -1.79 0.000
H 0.08 -2.84 -4.92 0.000
C -4.59 0.09 -2.55 0.000
S 0.28 -2.12 0.17 0.039
H -6.30 1.02 -3.57 0.000
N -0.30 2.44 0.99 0.002
H 4.71 -0.88 1.31 0.000
H 2.78 -5.14 -3.80 0.000
H -1.63 0.29 5.50 0.000
H 0.92 3.36 4.73 0.000
C 3.54 -0.73 3.86 0.000
H 3.05 -0.03 -0.68 0.000
N 1.69 0.35 0.88 0.020
H 2.45 -6.67 -0.83 0.000
H -0.34 -0.91 5.33 0.000
H 0.61 5.00 4.24 0.000
C 0.24 2.42 2.21 -0.001
N -1.46 -0.08 1.54 0.001
H 3.70 -5.59 -0.15 0.000
P 0.53 0.95 3.27 0.001
H 4.53 -1.15 3.76 0.000
H -5.04 -0.87 -2.49 0.000
N 1.87 -4.03 -0.73 0.000
Ti -0.37 0.61 -0.30 -0.114
O 0.94 0.14 -1.70 0.400
H -3.11 -1.25 0.90 0.000
N 0.51 3.69 2.65 0.000
C 1.07 4.10 3.95 0.000
C 2.35 -4.49 -3.05 0.001
C -0.91 0.03 2.76 -0.001
C 2.49 -4.77 -1.68 -0.001
H -0.71 4.77 -3.15 0.000
```

The value obtained for the total energy is -5835.4229 Ha. As for the spin multiplicity: 2. The HOMO energy (alpha / beta) is -13.15 / -13.12 eV. The value obtained for the frontier orbital gap (alpha / beta) is 7.2 / 6.4 eV. The net charge is +2. The value obtained for the energy relative to the best compared isomer or geometry (same formula, charge and spin) is 216.7 kJ/mol. For the LUMO energy (alpha / beta), the calculation gives -5.94 / -6.72 eV. The value obtained for the maximum force is 2.64 eV Å⁻¹.


Record 2
Formula: C3H3CdFO2
Source: the OMol25 dataset
Level of theory: wB97M-V/def2-TZVPD

Structure (XYZ):
```
10
Properties=species:S:1:pos:R:3:nbo_charge:R:1
H -1.19 0.87 -2.32 0.557
H 1.29 -0.40 -1.24 0.333
O -0.67 0.32 1.13 -0.349
H -0.04 1.86 -0.19 0.294
C 1.03 -0.09 -0.17 0.090
O 0.89 -1.07 0.78 -0.349
C 0.10 0.84 0.10 0.092
Cd -0.73 -1.97 3.22 1.645
F -0.57 0.39 -2.89 -0.551
C -0.11 -0.76 1.58 0.239
```

The value obtained for the total energy is -533.3486 Ha. The HOMO energy is -19.48 eV. The value obtained for the frontier orbital gap is 6.7 eV. The net charge is +2. The value obtained for the energy relative to the best compared isomer or geometry (same formula, charge and spin) is 117.3 kJ/mol. For the LUMO energy, the calculation gives -12.77 eV. The value obtained for the maximum force is 2.72 eV Å⁻¹.


Record 3
Formula: C15H23N2O2
Source: the OMol25 dataset
Level of theory: wB97M-V/def2-TZVPD

Structure (XYZ):
```
42
Properties=species:S:1:pos:R:3:nbo_charge:R:1
H -3.41 -0.16 1.65 0.142
C 0.73 -1.17 0.37 -0.278
H -6.89 1.90 0.64 0.235
H -2.34 -1.05 -1.62 0.169
H 4.42 1.44 1.87 0.164
H -1.12 0.35 0.49 0.187
C 4.73 -0.17 0.48 -0.220
H -4.16 0.26 -2.37 0.164
C -4.09 0.04 1.22 -0.127
C -2.32 -0.76 -0.51 0.071
C 3.13 1.09 -0.49 0.701
H 1.08 -0.29 1.13 0.219
O 1.97 1.29 -1.00 -0.734
C -5.15 0.58 1.44 -0.223
H 2.51 -1.18 -1.72 0.199
C -3.63 -0.12 -0.36 -0.070
H 5.81 1.81 1.32 0.223
C 3.04 -1.36 -0.82 -0.249
C -6.00 1.20 0.44 -0.130
H 0.78 0.20 -0.90 0.481
H 1.64 -2.89 -0.44 0.203
C -4.44 0.45 -1.14 -0.202
C -1.22 0.33 -0.39 -0.153
H 5.55 -0.32 -0.18 0.208
C -5.47 1.19 -1.02 -0.226
H 4.63 -0.72 1.54 0.216
H -1.40 1.05 -1.21 0.270
C 1.86 -2.17 0.25 -0.299
H -5.55 0.93 2.58 0.216
H 2.40 -2.42 0.88 0.179
H 4.33 2.73 -0.67 0.246
N 3.65 -0.01 -0.25 -0.412
O -2.01 -1.92 0.31 -0.760
H 0.04 -1.85 1.04 0.277
C 3.87 2.21 0.09 -0.511
C 4.84 1.60 1.07 -0.304
H 0.04 -1.26 -1.44 0.426
H 3.86 -2.18 -1.10 0.239
H -6.30 1.57 -1.60 0.255
H -2.92 -2.58 0.49 0.523
N 0.09 -0.50 -0.78 -0.566
H 3.40 2.89 0.70 0.251
```

The value obtained for the total energy is -844.5767 Ha. Its SMILES is O=C1CCCN1CCC[NH2+]C[C@@H](O)c1ccccc1. The HOMO energy is -11.27 eV. The value obtained for the frontier orbital gap is 8.9 eV. The net charge is +1. The value obtained for the energy relative to the best compared isomer or geometry (same formula, charge and spin) is 1528.6 kJ/mol. For the LUMO energy, the calculation gives -2.36 eV. The value obtained for the maximum force is 19.86 eV Å⁻¹.


Record 4
Formula: CH4BrP
Source: the OMol25 dataset
Level of theory: wB97M-V/def2-TZVPD

Structure (XYZ):
```
7
Properties=species:S:1:pos:R:3:nbo_charge:R:1
H 0.97 -0.33 -1.35 0.218
H 0.49 -1.48 0.03 0.219
C 0.60 -0.51 -0.39 -0.809
H -0.57 1.53 -0.42 -0.047
Br -1.38 0.49 2.00 -0.236
P -1.28 0.35 -0.20 0.444
H 1.18 -0.06 0.34 0.210
```

The value obtained for the total energy is -2955.8486 Ha. Its SMILES is CPBr. The HOMO energy is -9.52 eV. The value obtained for the frontier orbital gap is 10.1 eV. The net charge is 0. The value obtained for the energy relative to the best compared isomer or geometry (same formula, charge and spin) is 52.9 kJ/mol. For the LUMO energy, the calculation gives 0.60 eV. The value obtained for the maximum force is 4.26 eV Å⁻¹.